Record 1
Formula: C12H31AuN6O5P2
Source: OMol25
Level of theory: ωB97M-V/def2-TZVPD

Output
Molecular weight ... 598.33 g mol⁻¹
Orbital gap (spin up / spin down) ... 0.2139 / 0.2138 Ha
Energy ... -54380.6802 eV
Relative energy (zero: lowest compared OMol25 entry of this formula, charge and spin) ... 7.7 kcal per mole

ORCA input file:
```
! wB97M-V def2-TZVPD RIJCOSX def2/J DEFGRID3
* xyz 2 1
Au 0.90356 0.45239 -1.49801
C -2.53898 1.64510 3.01574
N -1.73436 1.99218 1.84402
C -1.60358 3.43052 1.58289
P -1.43064 0.91009 0.66647
O -0.31802 1.45469 -0.20329
O -1.05372 -0.41277 1.46889
P 0.23966 -1.40887 1.28517
O 0.66210 -1.42903 -0.15246
N 1.40279 -0.83891 2.26769
C 1.25865 -0.89515 3.72192
C 2.37874 0.14316 1.79183
N -0.37488 -2.80107 1.82842
C -1.38672 -2.92909 2.87607
C 0.05805 -4.06364 1.21666
N -2.69019 0.42458 -0.25192
C -3.79833 -0.33101 0.33565
C -3.01349 1.12507 -1.49889
H -3.57130 1.98637 2.90938
H -2.11253 2.13169 3.89360
H -2.53438 0.57018 3.18026
H -2.58182 3.90355 1.47299
H -1.01717 3.60138 0.68489
H -1.09420 3.90211 2.42407
H 0.65324 -1.74849 4.01450
H 0.80474 0.01894 4.11439
H 2.24549 -1.01194 4.16750
H 2.55589 0.01260 0.72636
H 3.32155 -0.01234 2.31405
H 2.04388 1.16967 1.97269
H -1.68105 -1.95386 3.25414
H -0.99786 -3.52663 3.70220
H -2.26954 -3.43423 2.47928
H 0.91022 -3.89634 0.56234
H -0.75261 -4.50428 0.63377
H 0.34931 -4.77146 1.99268
H -3.49322 -0.79554 1.27019
H -4.10296 -1.11884 -0.35419
H -4.66091 0.31276 0.52016
H -2.19349 1.77728 -1.79156
H -3.91961 1.72415 -1.39075
H -3.18224 0.39672 -2.29387
C 3.36079 -0.68947 -4.82734
C 2.57175 0.02342 -3.78929
N 2.08237 -0.56119 -2.75913
O 2.26121 -1.89778 -2.61224
C 2.34326 1.46265 -3.84560
C 2.97019 2.35532 -4.87004
N 1.55438 1.98679 -2.94762
O 1.18437 3.09636 -2.73002
H 3.12127 -1.74834 -4.83057
H 4.42657 -0.58475 -4.60262
H 3.18312 -0.26724 -5.81420
H 1.90276 -2.12657 -1.73442
H 3.98977 2.03957 -5.08063
H 2.97786 3.38348 -4.51648
H 2.39027 2.32608 -5.79571
*
```


Record 2
Formula: C12H31Cl2N2PRhS
Source: OMol25
Level of theory: ωB97M-V/def2-TZVPD

Output
Molecular weight ... 440.25 g mol⁻¹
Orbital gap (spin up / spin down) ... 0.1469 / 0.2460 Ha
Energy ... -64100.7301 eV
Relative energy (zero: lowest compared OMol25 entry of this formula, charge and spin) ... 0.0 kcal per mole

ORCA input file:
```
! wB97M-V def2-TZVPD RIJCOSX def2/J DEFGRID3
* xyz -1 5
Rh 0.05876 0.28173 0.17775
Cl -1.72925 -0.50829 -1.08582
Cl -0.50906 2.37107 0.42322
H 0.53046 0.82396 -1.21600
H -0.13525 -1.02481 -0.64713
P -4.68242 0.92490 -3.63430
C -5.80309 -0.59174 -3.63445
C -5.89103 2.35606 -3.50663
C -4.13631 0.92783 -5.43344
C -5.74195 -1.22166 -2.23425
H -5.28720 -1.26009 -4.34508
C -7.24074 -0.38926 -4.10601
H -7.81248 0.24877 -3.41698
H -7.72316 -1.37869 -4.12251
H -7.31108 0.03510 -5.11597
H -4.70462 -1.38962 -1.91318
H -6.26476 -2.18727 -2.25906
H -6.23552 -0.58314 -1.48708
H -3.87689 -0.13350 -5.58466
C -2.85074 1.76055 -5.55092
C -5.19718 1.31751 -6.45657
H -6.05423 0.63126 -6.45733
H -4.73137 1.27238 -7.45285
H -5.56381 2.34276 -6.30410
H -2.11104 1.45062 -4.79817
H -3.05025 2.83391 -5.42501
H -2.42109 1.60450 -6.54940
C -6.49227 2.38438 -2.09478
H -6.68268 2.15483 -4.25026
C -5.20919 3.69253 -3.82136
H -7.09292 1.49579 -1.85911
H -7.14807 3.26404 -2.02374
H -5.70202 2.48686 -1.33148
H -4.30629 3.83693 -3.20428
H -5.91825 4.49601 -3.57518
H -4.93737 3.79981 -4.87889
C 5.08419 0.15052 2.61613
N 3.63843 0.26857 2.34269
C 2.85602 -0.80887 2.14907
S 1.72580 -0.99083 0.78192
N 3.13163 -1.93656 2.85874
C 3.72634 -2.04494 4.20129
H 5.37209 -0.89246 2.73914
H 5.31707 0.69909 3.52458
H 5.71054 0.54052 1.81292
H 3.28915 1.14091 1.94470
H 2.63885 -2.75452 2.50022
H 3.00164 -2.36118 4.95326
H 4.51424 -2.79741 4.17752
H 4.15573 -1.10775 4.55073
*
```


Record 3
Formula: C12H31Cl2O2P2W
Source: OMol25
Level of theory: ωB97M-V/def2-TZVPD

Output
Molecular weight ... 524.07 g mol⁻¹
Orbital gap (spin up / spin down) ... 0.1111 / 0.0983 Ha
Energy ... -62458.3010 eV
Relative energy (zero: lowest compared OMol25 entry of this formula, charge and spin) ... 59.5 kcal per mole

ORCA input file:
```
! wB97M-V def2-TZVPD RIJCOSX def2/J DEFGRID3
* xyz 3 3
C -1.18880 -0.11638 -3.12430
C -0.81121 -0.04615 -1.67625
H -2.28551 -0.10599 -3.20036
H -0.81860 -1.03120 -3.59531
H -0.79532 0.73134 -3.70407
O -1.75677 -0.03908 -0.87004
Cl 1.75411 -0.01165 -2.87938
W 1.32583 0.02272 -0.55562
P 0.58718 -2.15531 -0.26945
C -0.72796 -2.51426 0.90930
C 0.20170 -3.06750 -1.78560
H 0.28374 -4.13521 -1.53792
H 1.80053 -4.12137 0.31456
H 0.91719 -2.81400 -2.57806
H 2.92277 -2.84473 -0.23609
H -1.54510 -1.79753 0.77485
H -0.81742 -2.83230 -2.11525
C 2.03322 -3.04870 0.37347
H -1.07997 -3.53607 0.71450
H 2.23607 -2.76719 1.41402
H -0.34172 -2.43391 1.93172
P 0.45521 2.16519 -0.44007
C -0.70138 2.57095 0.87364
C 1.95241 3.13823 -0.11063
H 0.43801 2.74289 -2.78678
H -0.22844 4.03107 -1.72542
H -1.22365 2.58338 -2.11988
C -0.20915 2.95138 -1.92635
H 2.71025 2.94905 -0.87997
H 1.65091 4.19339 -0.15594
H -0.85258 3.66137 0.86493
H -0.31690 2.25012 1.85015
H 2.36499 2.90972 0.87804
H -1.65063 2.05022 0.68757
Cl 1.95609 0.12182 1.67839
C -4.15455 0.51925 1.60448
C -3.49810 0.36792 2.96138
O -2.10204 0.14249 2.78815
C -1.38950 -0.20002 3.97908
C -0.61987 0.96306 4.57629
H -3.69997 1.32550 1.01799
H -5.21310 0.75348 1.74605
H -4.08032 -0.40806 1.02785
H -3.64738 1.28607 3.55374
H -3.95172 -0.47668 3.49871
H -2.07571 -0.62210 4.73492
H -0.68051 -0.97432 3.66129
H -1.30545 1.66207 5.06664
H 0.06031 0.57406 5.33989
H -0.02969 1.49729 3.82702
*
```


Record 4
Formula: C12H31ClNO7Si
Source: OMol25
Level of theory: ωB97M-V/def2-TZVPD

Output
Molecular weight ... 364.92 g mol⁻¹
Orbital gap ... 0.2355 Ha
Energy ... -49170.9575 eV

ORCA input file:
```
! wB97M-V def2-TZVPD RIJCOSX def2/J DEFGRID3
* xyz -1 1
C -0.88965 1.93655 -5.99235
C -2.24845 1.65608 -5.39482
C -2.30890 0.34660 -4.62910
O -2.09822 0.56276 -3.24928
C -1.47333 -0.54776 -2.60293
Si 0.43042 -0.40511 -2.72313
Cl 0.88120 1.64000 -2.59844
C 1.32140 -1.24913 -1.28667
C 0.50188 -1.20119 -0.02159
C -0.20319 -2.44683 0.33770
N 0.36964 -0.15499 0.68568
C 0.95164 -1.23743 -4.35594
O 0.67976 -2.47582 -4.33252
O 1.45683 -0.58582 -5.30373
H -0.91608 2.86882 -6.55236
H -0.12965 2.05257 -5.24052
H -0.59015 1.16835 -6.68786
H -2.98260 1.58881 -6.18787
H -2.52698 2.43357 -4.69663
H -1.61770 -0.37680 -5.05197
H -3.31180 -0.06890 -4.76258
H -1.79536 -1.48480 -3.04269
H -1.77413 -0.51521 -1.56107
H 1.54312 -2.27497 -1.54428
H 2.23836 -0.70840 -1.10422
H -0.78510 -2.76043 -0.52200
H 0.49605 -3.24172 0.55807
H -0.85369 -2.30754 1.18805
H 0.88984 0.61684 0.27646
C -0.35117 0.71089 3.94238
O -0.62061 -0.07203 5.11253
H -0.30897 0.05229 3.08169
H -1.14612 1.44380 3.79482
H 0.60761 1.22750 4.04295
H -0.66125 0.54194 5.84987
C 4.43181 -2.23967 -3.94175
O 4.99067 -2.75244 -2.72183
H 4.22442 -1.18319 -3.80213
H 5.14371 -2.35704 -4.76394
H 3.49740 -2.75029 -4.18082
H 5.16021 -3.68598 -2.85684
C -0.92436 4.44467 4.79918
O -1.04836 3.38727 5.74803
H -1.73789 4.34226 4.08697
H -1.00043 5.41955 5.28806
H 0.02473 4.37939 4.26193
H -0.32932 3.47542 6.37733
C -1.15313 -1.20512 8.94314
O 0.10512 -1.62003 8.42610
H -1.38374 -1.81283 9.81450
H -1.12018 -0.15360 9.24484
H -1.93974 -1.34545 8.19700
H 0.28445 -1.07542 7.65457
*
```


Record 5
Formula: C12H31FN7O13
Source: OMol25
Level of theory: ωB97M-V/def2-TZVPD

Output
Molecular weight ... 500.41 g mol⁻¹
Orbital gap ... 0.1065 Ha
Energy ... -52694.1591 eV

ORCA input file:
```
! wB97M-V def2-TZVPD RIJCOSX def2/J DEFGRID3
* xyz -1 1
O 1.91388 -3.34810 -0.04717
C 1.06450 -2.60286 -0.94453
C 1.23084 -1.10924 -0.78012
C 2.68924 -0.61800 -1.00445
N 2.81998 0.74259 -1.43294
C 2.12117 1.62519 -0.56455
C 2.61500 1.74235 0.90175
C 3.95681 2.40609 1.10669
F 5.03576 1.73071 0.54944
H 1.67672 -3.04871 0.83381
H 1.33995 -2.91452 -1.95281
H 0.03219 -2.90105 -0.72694
H 0.91255 -0.83161 0.23154
H 0.60802 -0.58711 -1.51266
H 3.27512 -0.87105 -0.08689
H 3.12092 -1.25120 -1.79414
H 1.02337 1.43596 -0.50473
H 2.22780 2.63804 -0.99452
H 1.90671 2.41084 1.41728
H 2.57050 0.79244 1.43945
H 3.93917 3.42871 0.71771
H 4.16253 2.45879 2.18418
C 3.68847 -2.38500 3.94619
N 2.26275 -2.30873 3.52670
O 1.92310 -1.33645 2.89592
O 1.54619 -3.24365 3.83539
H 4.19287 -1.49460 3.58993
H 3.70459 -2.45090 5.02994
H 4.10713 -3.28158 3.49959
C -3.70828 -3.36109 -1.65559
N -2.88032 -2.13391 -1.50910
O -2.27041 -2.00815 -0.47040
O -2.85535 -1.35973 -2.44404
H -3.60888 -3.93348 -0.74827
H -4.73664 -3.05363 -1.82174
H -3.32849 -3.90838 -2.51212
C -2.79858 2.30773 -1.05324
N -1.62786 3.05356 -0.52287
O -0.93887 2.50224 0.30237
O -1.44105 4.17894 -0.96420
H -2.82698 1.33681 -0.57278
H -3.68359 2.89368 -0.81984
H -2.66912 2.20937 -2.12695
C -1.72080 -7.19054 0.27141
N -3.13827 -7.18969 -0.18905
O -3.51752 -6.23152 -0.83238
O -3.82061 -8.14325 0.11232
H -1.24608 -6.27835 -0.07063
H -1.73455 -7.24715 1.35531
H -1.24553 -8.06989 -0.15184
C 1.71571 4.77190 -2.97524
N 1.54397 5.58937 -4.20819
O 1.25179 5.02391 -5.23982
O 1.70709 6.79044 -4.10166
H 1.54492 3.72795 -3.21325
H 2.73002 4.92774 -2.62194
H 0.99361 5.13100 -2.24750
C -3.42860 4.85031 2.48149
N -4.51487 3.83784 2.59168
O -4.77216 3.39512 3.68953
O -5.07835 3.52503 1.56248
H -3.02380 5.02935 3.46981
H -2.67107 4.44866 1.81373
H -3.86832 5.75045 2.06341
*
```


Please write out number 3 again, unchanged.
Formula: C12H31Cl2O2P2W
Source: OMol25
Level of theory: ωB97M-V/def2-TZVPD

Output
Molecular weight ... 524.07 g mol⁻¹
Orbital gap (spin up / spin down) ... 0.1111 / 0.0983 Ha
Energy ... -62458.3010 eV
Relative energy (zero: lowest compared OMol25 entry of this formula, charge and spin) ... 59.5 kcal per mole

ORCA input file:
```
! wB97M-V def2-TZVPD RIJCOSX def2/J DEFGRID3
* xyz 3 3
C -1.18880 -0.11638 -3.12430
C -0.81121 -0.04615 -1.67625
H -2.28551 -0.10599 -3.20036
H -0.81860 -1.03120 -3.59531
H -0.79532 0.73134 -3.70407
O -1.75677 -0.03908 -0.87004
Cl 1.75411 -0.01165 -2.87938
W 1.32583 0.02272 -0.55562
P 0.58718 -2.15531 -0.26945
C -0.72796 -2.51426 0.90930
C 0.20170 -3.06750 -1.78560
H 0.28374 -4.13521 -1.53792
H 1.80053 -4.12137 0.31456
H 0.91719 -2.81400 -2.57806
H 2.92277 -2.84473 -0.23609
H -1.54510 -1.79753 0.77485
H -0.81742 -2.83230 -2.11525
C 2.03322 -3.04870 0.37347
H -1.07997 -3.53607 0.71450
H 2.23607 -2.76719 1.41402
H -0.34172 -2.43391 1.93172
P 0.45521 2.16519 -0.44007
C -0.70138 2.57095 0.87364
C 1.95241 3.13823 -0.11063
H 0.43801 2.74289 -2.78678
H -0.22844 4.03107 -1.72542
H -1.22365 2.58338 -2.11988
C -0.20915 2.95138 -1.92635
H 2.71025 2.94905 -0.87997
H 1.65091 4.19339 -0.15594
H -0.85258 3.66137 0.86493
H -0.31690 2.25012 1.85015
H 2.36499 2.90972 0.87804
H -1.65063 2.05022 0.68757
Cl 1.95609 0.12182 1.67839
C -4.15455 0.51925 1.60448
C -3.49810 0.36792 2.96138
O -2.10204 0.14249 2.78815
C -1.38950 -0.20002 3.97908
C -0.61987 0.96306 4.57629
H -3.69997 1.32550 1.01799
H -5.21310 0.75348 1.74605
H -4.08032 -0.40806 1.02785
H -3.64738 1.28607 3.55374
H -3.95172 -0.47668 3.49871
H -2.07571 -0.62210 4.73492
H -0.68051 -0.97432 3.66129
H -1.30545 1.66207 5.06664
H 0.06031 0.57406 5.33989
H -0.02969 1.49729 3.82702
*
```


The highest molecular weight belongs to which entry? C12H31AuN6O5P2


The highest energy belongs to which entry? C12H31ClNO7Si


What is the formula in the fifth record? C12H31FN7O13